Below is a structure of composition C27H41BaNP2 at a distorted geometry, with properties calculated with wB97M-V/def2-TZVPD.

- largest force on an atom (eV Å⁻¹) = 4.36
- HOMO energy (alpha / beta) (eV) = -4.83 / -4.85
- LUMO level (alpha / beta) (eV) = -0.35 / -0.35

Positions of all 72 atoms, in Å:
P1 -0.0785 -1.6464 -5.7135
P2 0.2130 2.0627 -5.5250
C1 -0.3664 -0.3665 -7.0550
C2 0.4895 0.9136 -6.9205
H1 -1.4482 -0.1451 -7.1541
H2 -0.0888 -0.8871 -7.9938
H3 1.5682 0.6953 -6.9991
H4 0.2556 1.5536 -7.7905
C3 -1.4011 2.7369 -5.9584
H5 -1.7614 3.4271 -5.1895
H6 -2.1496 1.9518 -6.1147
H7 -1.2469 3.2864 -6.8915
C4 1.3740 3.3721 -5.8938
H8 0.9792 3.8932 -6.7736
H9 2.3502 2.9281 -6.1225
H10 1.4556 4.0604 -5.0460
C5 -1.2099 -2.9559 -6.1801
H11 -1.2282 -3.7065 -5.3879
H12 -0.8593 -3.4126 -7.1135
H13 -2.2211 -2.5633 -6.3336
C6 1.5596 -2.2315 -6.2249
H14 2.2935 -1.4166 -6.2703
H15 1.4561 -2.6900 -7.2155
H16 1.8791 -2.9812 -5.4934
Ba1 0.9123 0.3080 0.9857
C7 0.2631 1.9521 -3.6914
C8 -1.1368 1.6927 -3.3699
C9 -1.6559 0.4088 -3.7746
C10 -1.6406 -0.7615 -2.7038
C11 -0.7683 -1.8241 -3.2233
C12 0.5667 -1.6200 -3.6227
C13 1.4066 -0.3358 -3.7232
C14 1.0786 0.8735 -2.8906
C15 0.2558 -2.0584 1.7612
H17 0.6293 2.9367 -3.3846
H18 -1.6387 2.3303 -2.6539
H19 -0.9847 0.0614 -4.6061
H20 -2.6622 0.4378 -4.2112
H21 -1.3356 -0.3648 -1.7137
H22 -2.6587 -1.1617 -2.5501
H23 -1.1411 -2.8533 -3.1836
H24 1.2118 -2.5184 -3.5467
H25 1.4652 -0.0170 -4.7826
H26 2.4418 -0.6544 -3.5288
H27 0.4856 0.5630 -2.0163
H28 2.0223 1.2756 -2.4862
H29 0.9189 -2.3955 2.5738
H30 0.4171 -2.7366 0.9000
H31 -0.7784 -2.2085 2.1111
C16 -1.1376 6.1329 2.6822
C17 -0.8837 5.4871 1.4597
C18 -0.4528 4.1665 1.4504
C19 -0.2611 3.4761 2.6746
C20 -0.5417 4.1264 3.8993
C21 -0.9633 5.4542 3.8955
N1 0.2666 2.2116 2.6073
C22 0.3748 1.3085 3.6816
C23 1.6620 0.7602 3.9279
C24 1.7580 -0.3828 4.7195
C25 0.6064 -0.9717 5.2643
C26 -0.6567 -0.4173 5.0198
C27 -0.7784 0.7430 4.2615
H32 -1.4794 7.1696 2.6836
H33 -1.0228 6.0067 0.5089
H34 -0.2329 3.6240 0.5198
H35 -0.3981 3.5838 4.8358
H36 -1.1611 5.9646 4.8387
H37 2.5331 1.2835 3.4946
H38 2.7511 -0.7956 4.9220
H39 0.7076 -1.8484 5.9150
H40 -1.5438 -0.8951 5.4376
H41 -1.7410 1.2210 4.0694

Here are the Löwdin charges for atoms 1 to 4, given in e: number 1, P, carries 0.841; number 2, P, carries 0.933; number 3, C, carries -0.368; number 4, C, carries -0.341

Below is a structure of composition C4H5ClO at a distorted geometry, with properties calculated with wB97M-V/def2-TZVPD.

- largest force on an atom (eV Å⁻¹) = 5.10
- HOMO energy (eV) = -8.66
- LUMO level (eV) = 0.00

Positions of all 11 atoms, in Å:
C1 -0.3605 1.2861 -0.1639
C2 0.4347 2.0937 0.5509
C3 -1.0438 -0.0411 -0.0610
C4 -0.4202 -1.3473 -0.5138
O1 -0.9122 1.2910 -1.3383
Cl1 -2.6508 -0.0591 0.3325
H1 0.9027 3.0100 0.3488
H2 0.4503 1.7383 1.7029
H3 -0.4575 -1.5460 -1.5664
H4 -1.0232 -2.3013 -0.1451
H5 0.5733 -1.5940 -0.3137

Here are the Löwdin charges for atoms 1 to 4, given in e: number 1, C, carries -0.566; number 2, C, carries 0.047; number 3, C, carries -0.621; number 4, C, carries -0.078

Below is the ion C13H25BrN2O3P with charge +1 at a distorted geometry, with properties calculated with wB97M-V/def2-TZVPD.

- largest force on an atom (eV Å⁻¹) = 4.94
- SMILES string = CCOCCCCCc1[nH]c(P(O)Br)c[n+]1CCCO
- HOMO energy (eV) = -11.97
- charge = +1
- LUMO level (eV) = -3.35

Positions of all 45 atoms, in Å:
C1 -1.6160 3.0151 -1.3055
C2 -0.9017 2.7508 -2.7018
O1 -1.0020 1.3695 -3.0813
C3 0.2020 0.6412 -2.8611
C4 0.1221 -0.3273 -1.5964
C5 0.0346 -1.8582 -1.9714
C6 0.7028 -2.8375 -0.9337
C7 -0.1769 -3.1562 0.3361
C8 -0.6993 -1.9155 1.1051
N1 -2.0479 -1.7061 1.3850
C9 -2.1482 -0.5207 2.1196
P1 -3.6634 0.3254 2.8475
O2 -3.0340 1.5556 3.8156
Br1 -4.8114 1.3808 1.2221
C10 -0.8421 0.0719 2.2967
N2 -0.0074 -0.8794 1.6548
C11 1.4558 -0.6568 1.6557
C12 1.8808 0.8598 1.4875
C13 3.3068 0.9034 0.7762
O3 4.1753 -0.1476 1.2492
H1 -2.4198 3.7984 -1.4079
H2 -0.8916 3.4097 -0.5438
H3 -2.1113 2.0826 -0.9336
H4 -1.5002 3.3278 -3.4663
H5 0.1404 3.1608 -2.7565
H6 1.1247 1.2703 -2.7684
H7 0.3495 -0.0282 -3.7569
H8 -0.8560 -0.0688 -1.0852
H9 0.9426 -0.0689 -0.8775
H10 -1.0224 -2.1676 -2.1782
H11 0.6115 -1.9818 -2.9365
H12 0.8412 -3.8225 -1.4714
H13 1.7535 -2.5053 -0.6897
H14 -1.0255 -3.8105 0.0048
H15 0.4221 -3.7679 1.0749
H16 -2.8211 -2.3134 1.1040
H17 -2.2653 1.2362 4.3252
H18 -0.5544 1.0172 2.7985
H19 1.9407 -1.2295 0.8307
H20 1.9093 -1.0440 2.6108
H21 1.1363 1.4729 0.9125
H22 2.0381 1.2836 2.5115
H23 3.2288 0.7901 -0.3416
H24 3.8066 1.8848 1.0097
H25 4.2925 -0.7940 0.5311

Here are the Löwdin charges for atoms 1 to 4, given in e: number 1, C, carries -0.076; number 2, C, carries -0.240; number 3, O, carries -0.167; number 4, C, carries -0.201

Below is a cluster of 7 separate species, C28H42O21 in total at a distorted geometry, with properties calculated with wB97M-V/def2-TZVPD.

- largest force on an atom (eV Å⁻¹) = 5.89
- SMILES string = C[C@H]1COC(=O)O1.C[C@H]1COC(=O)O1.C[C@H]1COC(=O)O1.C[C@H]1COC(=O)O1.C[C@H]1COC(=O)O1.C[C@H]1COC(=O)O1.C[C@H]1COC(=O)O1
- HOMO energy (eV) = -10.34
- LUMO level (eV) = 0.01

Positions of all 91 atoms, in Å:
C1 -3.2823 -5.7751 1.4265
C2 -3.1311 -4.6712 2.5459
C3 -2.4805 -5.1178 3.8289
O1 -1.3141 -4.3583 3.8919
C4 -1.1787 -3.6062 2.9112
O2 -0.2414 -2.8840 2.8191
O3 -2.2123 -3.7007 2.1018
H1 -3.0683 -6.7747 1.8046
H2 -2.6865 -5.6373 0.5241
H3 -4.3147 -5.7959 1.0774
H4 -4.1183 -4.2304 2.6848
H5 -2.3045 -6.1931 3.8591
H6 -3.1026 -4.7748 4.6556
C5 -3.7850 1.9150 0.9147
C6 -4.9441 2.5484 1.6522
C7 -6.3212 2.1890 0.9632
O4 -7.0060 2.0256 2.1466
C8 -6.3406 2.0775 3.3646
O5 -6.8561 1.8533 4.4182
O6 -5.0098 2.1755 3.1240
H7 -3.6639 2.1111 -0.1507
H8 -3.6565 0.8413 1.0520
H9 -2.7963 2.0232 1.3606
H10 -4.8845 3.6344 1.7250
H11 -6.2279 1.3303 0.2983
H12 -6.5279 3.0767 0.3654
C9 -7.4775 -4.0635 0.4786
C10 -7.2225 -2.4739 0.4522
C11 -7.4995 -1.8227 1.8156
O7 -6.3260 -1.2658 2.3097
C12 -5.3221 -1.5804 1.4719
O8 -4.1416 -1.2605 1.7145
O9 -5.8529 -2.1191 0.3688
H13 -7.3771 -4.5299 1.4586
H14 -6.8448 -4.5889 -0.2368
H15 -8.5019 -4.3073 0.1973
H16 -7.6925 -1.9686 -0.3916
H17 -7.7413 -2.5930 2.5480
H18 -8.2776 -1.0599 1.8442
C13 -0.6299 -0.5757 0.3924
C14 0.3865 0.1489 1.3104
C15 1.4198 -0.7470 1.8126
O10 2.5057 0.1186 1.7189
C16 2.2927 0.9197 0.5958
O11 3.0817 1.6116 0.0077
O12 1.0431 0.8572 0.2569
H19 -1.2827 0.0621 -0.2036
H20 -1.2476 -1.1287 1.1001
H21 -0.3049 -1.3388 -0.3148
H22 -0.0464 0.7804 2.0862
H23 1.6551 -1.6696 1.2820
H24 1.2240 -0.8650 2.8784
C17 1.9254 4.2256 -4.2119
C18 2.4712 2.9868 -3.5388
C19 1.3515 2.0341 -3.0803
O13 1.7565 0.8192 -3.6214
C20 2.8797 0.9578 -4.3450
O14 3.3639 0.0772 -5.0388
O15 3.2215 2.1953 -4.4820
H25 2.7833 4.8190 -4.5280
H26 1.3278 4.7076 -3.4382
H27 1.3332 4.0003 -5.0988
H28 3.0509 3.1771 -2.6356
H29 0.4048 2.5471 -3.2496
H30 1.4496 1.8236 -2.0153
C21 5.7930 -0.8139 -0.5591
C22 6.3106 -1.7924 -1.6063
C23 5.1546 -2.5670 -2.2396
O16 5.4692 -2.5954 -3.6930
C24 6.4938 -1.7471 -3.8639
O17 7.0779 -1.5974 -4.8926
O18 6.8380 -1.1623 -2.7320
H31 5.3801 0.0936 -0.9994
H32 6.6560 -0.5964 0.0702
H33 5.1324 -1.3139 0.1492
H34 7.0713 -2.3929 -1.1075
H35 4.2254 -2.0775 -1.9478
H36 5.3453 -3.5683 -1.8532
C25 6.3514 3.6659 0.7727
C26 6.6119 4.3111 -0.6324
C27 5.4999 4.1657 -1.6787
O19 4.9547 5.3949 -2.0228
C28 5.4475 6.2520 -1.1775
O20 5.1922 7.4478 -1.1451
O21 6.3119 5.6658 -0.3219
H37 6.8036 4.1529 1.6367
H38 6.7403 2.6559 0.9021
H39 5.2687 3.7587 0.8583
H40 7.6061 4.2700 -1.0774
H41 4.7062 3.5234 -1.2971
H42 5.8736 3.6736 -2.5766

Here are the Löwdin charges for atoms 1 to 4, given in e: number 1, C, carries 0.008; number 2, C, carries -0.274; number 3, C, carries -0.075; number 4, O, carries 0.145

Below is a cluster of 2 separate species, C5H3F4IO in total at a distorted geometry, with properties calculated with wB97M-V/def2-TZVPD.

- largest force on an atom (eV Å⁻¹) = 4.54
- HOMO energy (alpha / beta) (eV) = -8.94 / -8.94
- LUMO level (alpha / beta) (eV) = -0.75 / -0.75

Positions of all 14 atoms, in Å:
C1 0.1902 0.7707 -0.5300
C2 0.8214 -0.1990 0.1172
C3 3.6912 0.5905 -0.9945
C4 3.3544 1.5685 -0.1169
C5 2.7588 -1.5475 -0.2374
O1 1.5327 -1.2593 -0.5141
F1 3.9130 0.6769 -2.2842
F2 3.3845 2.8820 -0.4667
F3 3.0071 1.3480 1.1487
F4 2.9596 -1.5642 1.1202
I1 3.4703 -3.0460 -1.5270
H1 -0.1159 1.5231 0.2341
H2 -0.0640 0.8130 -1.5358
H3 0.9969 -0.2231 1.2520

Here are the Löwdin charges for atoms 1 to 4, given in e: number 1, C, carries 0.075; number 2, C, carries -0.164; number 3, C, carries -0.070; number 4, C, carries -0.369